1.
Computed, not measured: the molecule C18H24FN3O6S at a distorted geometry, with ωB97M-V with the def2-TZVPD basis set.

The energy above the lowest of the compared OMol25 structures with the same formula, charge and spin comes out at 0.6148 eV. Its total energy is -1814.12162 Eh. The LUMO energy is 0.7 eV.

Each line ends with the natural charge from an NBO analysis.
Cartesian coordinates (Å):
C 2.65877 2.51797 1.97296  -0.621
C 3.40242 1.18602 2.00870  -0.219
N 2.49238 0.10390 2.30770  -0.627
C 2.02632 -0.69172 1.33739  0.821
O 2.51358 -0.82257 0.23182  -0.674
N 0.90415 -1.47933 1.69179  -0.676
C 0.06973 -1.28646 2.74299  0.689
O 0.34314 -0.65800 3.74300  -0.608
C -1.25139 -2.06764 2.61152  0.009
C -2.13902 -1.83506 3.82795  -0.635
O -1.94924 -1.78692 1.38897  -0.514
C -2.31183 -0.52429 1.13238  0.811
O -2.00131 0.41820 1.80824  -0.590
C -3.29373 -0.44988 -0.03504  -0.322
C -3.43801 0.99318 -0.52369  -0.421
C -2.12699 1.48804 -1.15151  -0.234
N -1.37561 0.42028 -1.78703  -0.682
S 0.01334 -0.09949 -1.00747  2.348
O 0.23690 0.75246 0.12181  -0.948
O -0.06930 -1.52137 -0.82443  -0.953
C 1.29620 0.27234 -2.20313  -0.405
C 2.16069 1.31940 -1.94449  -0.086
C 3.19821 1.60070 -2.81602  -0.246
C 3.37607 0.82719 -3.95218  -0.170
C 2.51448 -0.22098 -4.22527  -0.281
C 1.48167 -0.48673 -3.34226  0.427
F 0.63816 -1.49441 -3.62665  -0.317
C -2.21374 -0.63567 -2.31629  -0.236
C -2.96869 -1.38753 -1.20879  -0.414
H 1.79826 2.43089 1.31303  0.220
H 2.29994 2.77789 2.96636  0.206
H 3.31141 3.31135 1.61746  0.207
H 3.84950 0.96630 1.03632  0.223
H 4.18915 1.20442 2.76954  0.191
H 1.90587 0.19557 3.13384  0.430
H 0.53038 -1.94410 0.86227  0.449
H -1.00021 -3.13151 2.51711  0.214
H -3.07646 -2.37407 3.71416  0.212
H -2.33716 -0.77249 3.93971  0.243
H -1.62327 -2.18481 4.71705  0.231
H -4.24489 -0.76714 0.41273  0.247
H -4.24667 1.02983 -1.25609  0.205
H -3.69713 1.64204 0.31244  0.241
H -2.33298 2.26140 -1.90084  0.196
H -1.48032 1.90618 -0.38087  0.252
H 2.00742 1.88709 -1.04221  0.232
H 3.87300 2.41548 -2.60471  0.220
H 4.19029 1.03645 -4.62911  0.220
H 2.63340 -0.83788 -5.10198  0.234
H -2.91052 -0.16900 -3.01826  0.202
H -1.57700 -1.32669 -2.86424  0.239
H -2.35754 -2.21429 -0.85182  0.246
H -3.89182 -1.79451 -1.62489  0.211


2.
Computed, not measured: a cluster of 2 separate species, C2H7S2 in total, with ωB97M-V with the def2-TZVPD basis set.

The energy above the lowest of the compared OMol25 structures with the same formula, charge and spin comes out at 0.4376 eV. As for the net charge: -1. Its total energy is -876.79391 Eh. The LUMO energy is 3.1 eV.

Each line ends with the natural charge from an NBO analysis.
Cartesian coordinates (Å):
S 2.71299 -0.20680 1.76281  -1.077
H 3.48817 0.09072 2.80883  0.088
C -0.26963 0.25058 0.19823  -0.767
S -1.41395 0.65847 -1.11814  0.147
C -2.17044 -0.95902 -1.41897  -0.738
H 0.69556 0.69453 -0.00215  0.265
H -0.08414 -0.82265 0.27551  0.232
H -0.55196 0.57238 1.19699  0.226
H -2.85630 -0.83505 -2.26720  0.211
H -1.38727 -1.65197 -1.73090  0.210
H -2.70608 -1.33873 -0.56058  0.205


3.
Computed, not measured: a structure of composition C16H30MnN2OP2 at a distorted geometry, with ωB97M-V with the def2-TZVPD basis set.

The energy above the lowest of the compared OMol25 structures with the same formula, charge and spin comes out at 2.6884 eV. As for the expectation value of S²: 3.86. The multiplicity is 4. Its total energy is -2645.90911 Eh. The LUMO energy (alpha / beta) is -0.3 / -0.3 eV.

Each line ends with the Mulliken spin population.
Cartesian coordinates (Å):
Mn -0.30422 0.11315 0.29542  2.049
P -1.48928 1.44328 -1.44733  -0.138
P 0.67479 -1.56451 1.72532  -0.050
N 1.23827 0.40425 -0.64770  0.662
H -1.58048 0.67725 -0.12051  -0.007
C -1.05275 3.18170 -1.25244  0.006
H -1.65049 3.77010 -1.96485  0.001
H 0.01568 3.29214 -1.49072  -0.004
H -1.23640 3.53512 -0.22955  0.002
C -3.29494 1.30860 -1.50009  0.001
H -3.65222 1.95040 -2.31209  0.001
H -3.72136 1.62211 -0.54070  -0.004
H -3.56164 0.26181 -1.68852  0.003
C -0.94001 0.96521 -3.06183  0.007
H -1.54896 1.47399 -3.81399  -0.001
H -1.02455 -0.10857 -3.22122  0.000
H 0.10133 1.24560 -3.21801  -0.009
C 1.89566 -1.03877 3.03992  0.000
H 2.44079 -1.87229 3.52664  -0.001
H 1.34700 -0.45609 3.79373  0.001
H 2.61958 -0.36429 2.55747  -0.002
C -0.44344 -2.67365 2.68898  0.006
H 0.08344 -3.43923 3.27888  0.001
H -1.11784 -3.16508 1.97934  0.001
H -1.05493 -2.06348 3.36078  -0.002
C 1.71792 -2.82844 0.81643  0.009
H 2.14260 -3.60452 1.48414  0.000
H 2.53260 -2.30147 0.29150  -0.003
H 1.07489 -3.29984 0.05562  -0.001
C 2.03768 -0.06608 -1.57574  -0.095
C 4.09463 0.15069 -2.91237  -0.125
C 3.28281 0.60606 -1.89378  0.226
C 1.72021 -1.25374 -2.34284  0.245
C 2.56154 -1.69554 -3.34638  -0.124
C 3.73967 -1.00133 -3.63727  0.248
H 5.01294 0.69430 -3.15171  -0.006
H 3.51653 1.49784 -1.29971  0.004
H 0.78586 -1.76689 -2.10139  0.026
H 2.28342 -2.59175 -3.90764  -0.005
H 4.39212 -1.35771 -4.44129  0.019
C -1.39490 1.23819 3.00810  0.044
O -0.30339 0.86124 2.49426  -0.052
C -1.81476 2.62670 2.64170  0.014
H -2.87317 2.85287 2.63642  -0.002
H -1.34512 3.16990 1.81436  0.002
H -1.41680 3.06745 3.54975  0.002
C -2.50032 0.25597 3.13671  0.040
H -2.19293 -0.11912 4.09743  0.006
H -2.65726 -0.62018 2.49564  -0.012
H -3.46334 0.72191 3.27975  0.003
N -2.17830 -2.32927 -0.60054  0.045
C -1.49812 -1.40601 -0.32807  -0.030


4.
Computed, not measured: the molecule C4H5NO, with ωB97M-V with the def2-TZVPD basis set.

The energy above the lowest of the compared OMol25 structures with the same formula, charge and spin comes out at 1.1836 eV. Its total energy is -285.37109 Eh. The LUMO energy is 0.9 eV.

Each line ends with the natural charge from an NBO analysis.
Cartesian coordinates (Å):
C 2.26911 0.50120 -0.16574  -0.235
C 1.29368 -0.20452 -0.20376  -0.023
C 0.07563 -1.01635 -0.22587  -0.584
C -1.17105 -0.30960 0.32428  0.687
N -1.21866 1.03095 0.10367  -0.825
O -2.06846 -0.93885 0.84963  -0.602
H 3.14519 1.11046 -0.12152  0.241
H 0.20357 -1.93361 0.35548  0.266
H -0.15263 -1.31673 -1.25760  0.261
H -1.98707 1.54027 0.51134  0.406
H -0.38931 1.53678 -0.16991  0.408


5.
Computed, not measured: a structure of composition C5H7BeO3 at a distorted geometry, with ωB97M-V with the def2-TZVPD basis set.

The energy above the lowest of the compared OMol25 structures with the same formula, charge and spin comes out at 0.9081 eV. As for the expectation value of S²: 0.75. As for the net charge: +2. The multiplicity is 2. Its total energy is -434.26394 Eh. The LUMO energy (alpha / beta) is -11.8 / -11.9 eV.

Each line ends with the Mulliken spin population.
Cartesian coordinates (Å):
O 1.36579 0.52270 0.01398  0.014
Be 1.94804 1.87807 -0.01981  0.012
O 0.44626 2.45336 -0.20698  0.005
C 0.27193 1.25180 -0.05471  0.004
O -0.85539 0.57527 -0.01846  0.005
C 1.35362 -0.97336 0.15556  0.000
C 2.72263 -1.47306 -0.02581  0.829
H 0.94438 -1.18024 1.14825  0.021
H 0.66226 -1.32393 -0.62290  0.059
H 3.05985 -2.34388 0.53563  0.020
H 3.35667 -1.05313 -0.80723  0.031
C -2.05779 1.20464 -0.31634  0.001
C -3.11979 0.26355 -0.02060  -0.001
H -4.07660 0.58367 -0.45263  0.000
H -3.23858 0.35926 1.07939  0.000
H -2.78327 -0.74471 -0.38737  0.000


6.
Computed, not measured: a cluster of 2 separate species, C3H12N3O in total, with ωB97M-V with the def2-TZVPD basis set.

The energy above the lowest of the compared OMol25 structures with the same formula, charge and spin comes out at 0.1179 eV. As for the net charge: +1. Its total energy is -360.83040 Eh. The LUMO energy is -2.8 eV.

Each line ends with the natural charge from an NBO analysis.
Cartesian coordinates (Å):
N -2.01643 -1.66793 1.19875  -0.811
C -1.46927 -0.95388 0.17741  0.803
N -2.34711 -0.22392 -0.55341  -0.812
O -0.25400 -0.99385 -0.06817  -0.744
H -2.98372 -1.92701 1.11531  0.402
H -1.41236 -2.36459 1.59825  0.415
H -3.22547 0.03031 -0.13646  0.406
H -1.97664 0.39431 -1.25184  0.407
C 1.31308 1.92805 0.63388  -0.419
N 1.81673 0.67254 0.02680  -0.520
C 2.49184 0.88365 -1.30471  -0.416
H 0.97843 1.72924 1.64352  0.238
H 2.10041 2.67605 0.62561  0.229
H 0.48280 2.28496 0.02454  0.224
H 1.00938 0.01265 -0.11727  0.483
H 2.48144 0.20025 0.63294  0.423
H 1.84060 1.47892 -1.93035  0.226
H 2.68656 -0.08644 -1.74781  0.239
H 3.42331 1.41129 -1.15219  0.227


7.
Computed, not measured: a cluster of 2 separate species, C2H8N2S2 in total at a distorted geometry, with ωB97M-V with the def2-TZVPD basis set.

The energy above the lowest of the compared OMol25 structures with the same formula, charge and spin comes out at 1.3449 eV. As for the expectation value of S²: 0.75. As for the net charge: -1. The multiplicity is 2. Its total energy is -986.82676 Eh. The LUMO energy (alpha / beta) is 3.3 / 3.3 eV.

Each line ends with the Mulliken spin population.
Cartesian coordinates (Å):
C -1.08287 -1.22219 -0.26937  -0.052
S -0.74178 0.25447 0.71079  0.408
S -1.10952 -0.50979 2.69518  0.507
H -0.63141 -1.22188 -1.26115  0.063
H -2.14301 -1.38566 -0.53426  0.004
H -0.75346 -2.06164 0.35147  0.004
H -1.23817 -1.81589 2.37021  0.049
N 1.98844 1.67308 -1.66940  -0.004
C 1.51082 0.83516 -2.60332  0.036
N 1.52165 -0.45037 -2.46725  -0.007
H 2.19804 1.21830 -0.78470  0.005
H 2.73771 2.35015 -1.72617  -0.015
H 1.11020 1.30732 -3.50986  0.003
H 0.99836 -0.74229 -3.29750  -0.001


8.
Computed, not measured: the molecule C3H3NO2 at a distorted geometry, with ωB97M-V with the def2-TZVPD basis set.

The energy above the lowest of the compared OMol25 structures with the same formula, charge and spin comes out at 5.0140 eV. Its total energy is -321.19338 Eh. The LUMO energy (alpha / beta) is -0.3 / -0.3 eV.

Each line ends with the natural charge from an NBO analysis.
Cartesian coordinates (Å):
O 1.93034 -0.17545 0.25269  -0.680
C 0.71038 0.03218 -0.32003  0.130
C 0.04153 1.30780 -0.28928  0.257
O -1.18263 1.34445 -0.13175  -0.638
C -1.40599 -1.21030 0.31883  0.324
N -0.24649 -1.09010 0.20908  -0.302
H 2.05123 -1.12170 0.09789  0.476
H 0.57245 2.27708 -0.51109  0.168
H -2.47083 -1.36395 0.37365  0.265


9.
Computed, not measured: a cluster of 10 separate species, H19O10 in total at a distorted geometry, with ωB97M-V with the def2-TZVPD basis set.

The energy above the lowest of the compared OMol25 structures with the same formula, charge and spin comes out at 1.8134 eV. As for the net charge: -1. Its total energy is -763.82378 Eh. The LUMO energy is 2.8 eV.

Each line ends with the natural charge from an NBO analysis.
Cartesian coordinates (Å):
O 2.20535 -0.28235 -2.33427  -0.962
H 2.92255 -0.64572 -1.90672  0.459
H 1.54349 -1.12289 -2.38623  0.502
O 2.63060 -2.50488 1.99412  -0.974
H 1.83697 -2.36886 1.36873  0.498
H 2.88106 -1.58586 2.15698  0.458
O -0.95310 0.77483 0.78612  -1.005
H -0.89003 0.67134 1.82743  0.471
H -0.98862 -0.16737 0.44497  0.530
O 1.17258 -1.29285 -0.24722  -1.042
H 1.71690 2.31545 -2.02521  0.514
H 1.42644 -0.59386 0.35466  0.465
O 1.13810 3.07368 -2.23389  -0.997
H -3.38863 -1.45275 1.77843  0.442
H 0.24659 2.97028 -2.46117  0.488
O 1.40383 1.34231 2.14929  -0.973
H 0.75428 1.47137 1.48061  0.491
H 2.01105 2.12666 2.10099  0.469
O -1.32026 -1.86538 -0.27072  -1.224
H 0.21078 -1.59594 -0.04513  0.510
H -1.37293 -2.77665 -0.42435  0.455
O -2.93128 -2.32025 1.64446  -1.018
H -2.30604 -2.05471 0.88763  0.492
H -1.10798 3.74264 0.90692  0.482
O -0.41721 4.33778 0.47067  -0.986
H 0.19279 3.74702 -0.13851  0.498
O -3.25472 -1.37915 -1.94026  -0.985
H -2.59965 -1.57260 -1.29506  0.496
H -2.76288 -0.99129 -2.64328  0.445


10.
Computed, not measured: a cluster of 5 separate species, C2H12O4 in total, with ωB97M-V with the def2-TZVPD basis set.

The energy above the lowest of the compared OMol25 structures with the same formula, charge and spin comes out at 0.3463 eV. Its total energy is -384.34822 Eh. The LUMO energy is 0.6 eV.

Each line ends with the natural charge from an NBO analysis.
Cartesian coordinates (Å):
C -1.52701 -0.50799 1.80155  -0.413
C -2.01506 -0.23133 0.59860  -0.389
H -2.05792 -1.20003 2.44593  0.190
H -0.60513 -0.09739 2.18927  0.213
H -2.95224 -0.65468 0.25864  0.193
H -1.52364 0.43253 -0.10305  0.204
O 0.27213 -0.47128 -2.36847  -0.985
H 0.33700 0.46430 -2.06830  0.510
H 0.77451 -0.51359 -3.17683  0.475
O 0.97771 -1.68857 0.04168  -0.980
H 0.11155 -1.90209 0.38769  0.484
H 0.76379 -1.35921 -0.86061  0.509
O 1.50171 0.71726 1.19368  -1.000
H 2.41494 0.77382 1.46551  0.477
H 1.37598 -0.20403 0.86496  0.510
O 0.42441 1.98098 -1.07689  -0.992
H 0.88422 2.76157 -1.36948  0.478
H 0.84304 1.69975 -0.22388  0.517


11.
Computed, not measured: a cluster of 2 separate species, C5H11O2 in total at a distorted geometry, with ωB97M-V with the def2-TZVPD basis set.

The energy above the lowest of the compared OMol25 structures with the same formula, charge and spin comes out at 2.5321 eV. As for the net charge: -1. Its total energy is -347.55661 Eh. The LUMO energy is 4.3 eV.

Each line ends with the natural charge from an NBO analysis.
Cartesian coordinates (Å):
C 1.54297 0.67223 0.57369  -0.014
O 0.22502 0.91881 0.29499  -0.946
C 2.41192 1.25919 -0.60331  -0.647
H 1.80519 -0.43308 0.68192  0.083
H 1.80635 1.23662 1.51209  0.100
H 3.50326 1.07947 -0.43642  0.158
H 2.14361 2.31643 -0.70031  0.191
H 2.08875 0.78392 -1.57547  0.197
O -1.33488 -0.24826 -1.83977  -0.659
C -1.57186 0.34831 -0.80465  0.501
C -1.93715 -0.51485 0.40774  -0.486
C -1.24310 -1.84455 0.35826  -0.624
H -1.74268 1.42795 -0.76768  0.121
H -3.05825 -0.69586 0.43112  0.164
H -1.67121 0.08216 1.30100  0.236
H -1.35963 -2.39821 -0.56270  0.211
H -1.41552 -2.43226 1.26546  0.180
H -0.19277 -1.55802 0.46403  0.233


12.
Computed, not measured: the ion C6H7IN3 with charge +1 at a distorted geometry, with ωB97M-V with the def2-TZVPD basis set.

The energy above the lowest of the compared OMol25 structures with the same formula, charge and spin comes out at 2.4107 eV. As for the net charge: +1. Its total energy is -694.42145 Eh. The LUMO energy is -5.0 eV.

Each line ends with the natural charge from an NBO analysis.
Cartesian coordinates (Å):
I -3.80009 0.15782 -0.01813  0.207
C -1.73182 0.22108 0.76420  -0.417
C -1.15774 -1.15202 1.03515  0.225
N -0.24349 -1.60458 0.31242  -0.355
C 0.47253 -1.19313 -0.72049  0.404
N 1.70106 -0.61689 -0.89435  -0.595
C 2.22522 0.64909 -0.47967  0.312
N 1.52185 1.56227 0.01742  -0.370
C 0.26139 1.37168 0.46953  0.032
C -0.82035 0.97179 -0.14323  -0.319
H -1.68154 0.80800 1.69080  0.277
H -1.68933 -1.92659 1.64195  0.257
H 0.11806 -1.54426 -1.65625  0.221
H 2.09798 -0.96471 -1.73393  0.429
H 3.22588 0.74243 -0.68761  0.214
H 0.41651 1.48369 1.59090  0.231
H -0.91613 1.03433 -1.18869  0.246